Entry 1:
Here is the molecule C16H20N4O3S from the Open Molecules 2025 dataset. Energies are from ωB97M-V/def2-TZVPD.

Positions of all 44 atoms, in Å:
C  3.77534  -0.03771  0.49026
H  0.15977  -1.97240  2.85163
H  -4.42995  -0.84668  -2.38076
C  -0.67999  0.87296  -0.50988
C  1.41506  0.74076  -0.14831
C  2.81993  0.51902  -0.40838
H  -3.58925  1.83840  1.48750
H  -1.07259  -1.80802  -1.11032
H  -1.14604  0.80346  -3.00230
N  -2.76380  1.55680  0.97008
C  1.32200  0.31038  3.35607
C  1.12047  -1.83772  2.34269
N  0.86920  1.09156  1.04391
H  1.05786  2.32082  2.68668
N  0.49959  0.61135  -1.10219
H  -2.91597  1.05772  -2.87903
H  1.66390  -2.78120  2.34336
H  -3.80792  -2.50123  -2.34262
H  -1.23827  -2.87614  -2.50000
H  0.93567  -1.53710  1.30610
H  2.57276  1.57541  2.10555
C  -1.57292  1.54277  1.69244
H  -0.17954  -1.46119  -2.58846
H  -3.53321  -1.41905  -0.97957
O  -4.10938  1.39533  -0.83915
H  1.80377  0.65617  4.27521
H  2.87095  1.20831  -2.48306
O  -1.54543  1.81105  2.87801
H  -2.37241  -1.14202  -3.79095
H  3.54709  -0.37839  1.48415
N  -1.90927  0.86764  -1.09682
H  5.89754  -0.54127  0.36882
C  -3.00268  1.27622  -0.36710
C  -1.12055  -1.83833  -2.19692
C  5.00176  -0.15219  -0.07200
C  -2.06130  0.49824  -2.49161
C  -0.48958  1.18207  0.83253
C  -3.59881  -1.47086  -2.06429
C  1.51111  1.40691  2.29223
O  1.93376  -0.91742  3.03360
S  5.03407  0.41079  -1.69846
H  0.25130  0.17834  3.54986
C  -2.29460  -1.00631  -2.70647
C  3.37058  0.79276  -1.63201

The value obtained for the energy above the lowest of the compared OMol25 structures with the same formula, charge and spin is 0.000 eV. The total charge is 0. Its HOMO energy is -8.23 eV. The value obtained for the orbital gap is 8.63 eV. As for the LUMO energy: 0.3914 eV.

Atom charges from the Mulliken analysis, given in e for atoms 1 to 4:
1 C -0.789
2 H 0.331
3 H 0.374
4 C 1.128

---

Entry 2:
Here is a structure of composition C16H20NOOs from the Open Molecules 2025 dataset. Energies are from ωB97M-V/def2-TZVPD.

Positions of all 39 atoms, in Å:
C  0.99797  1.95122  -0.53213
H  -2.29199  -1.07451  -3.06294
H  -3.49965  0.10098  -0.21696
C  -2.47869  1.12098  -3.17485
C  0.88211  -2.06033  0.29900
H  2.68999  -0.75962  -1.44353
H  0.94296  0.95091  -2.53006
H  1.97565  -2.33624  0.24986
H  -2.12270  -1.91771  1.76418
H  -2.21731  -1.84339  -0.94222
C  1.72319  1.65073  0.63420
H  -2.21226  -0.22280  -4.70282
C  -3.68359  1.10383  -2.15937
C  2.24084  0.08903  -0.93801
C  -1.23039  -1.90469  1.07307
H  -0.75791  -0.22627  -3.58040
H  -4.36262  0.21499  -2.39875
N  -1.72692  1.35174  2.45201
C  1.32350  0.99137  -1.51298
H  -2.28245  2.91232  -4.20709
C  -1.76833  2.42694  -3.31638
C  -0.96946  0.93528  1.77749
C  0.02660  -1.89635  -0.80818
C  -1.89809  -0.15634  -3.62246
Os  0.49261  0.06382  0.13069
C  -3.04096  0.95447  -0.74743
H  1.68127  2.19987  1.57536
H  0.50176  -2.09488  2.50409
H  -0.66387  2.32763  -3.55706
H  3.16430  0.01279  1.09221
H  -1.84704  3.13996  -2.41247
C  0.10672  -1.99008  1.46242
H  0.31500  -1.96694  -1.89067
H  0.29765  2.77883  -0.67023
H  -4.28021  2.07211  -2.25556
C  2.49185  0.50276  0.38866
H  -3.31572  1.82393  -0.11379
C  -1.28740  -1.85263  -0.30133
O  -1.71857  0.80063  -0.63402

The total charge is -1. As for the expectation value of S²: 6.024. Its HOMO energy (spin up / spin down) is -1.30 / -3.36 eV. The value obtained for the orbital gap (spin up / spin down) is 3.88 / 5.76 eV. The multiplicity is 5. As for the LUMO energy (spin up / spin down): 2.5802 / 2.3919 eV.

Atom charges from the Mulliken analysis, given in e for atoms 1 to 4:
1 C -0.130
2 H 0.106
3 H 0.307
4 C 0.704